# C4H13NO2

A 3-piece molecular cluster, C4H13NO2 overall (the ωB97M-V functional and the def2-TZVPD basis, the Open Molecules 2025 dataset).

Atoms and positions in Å:
1 O 2.262 0.332 -2.427
2 O -0.216 -0.973 -1.960
3 N -0.302 1.351 0.008
4 C -2.165 -0.697 1.584
5 C -0.945 0.155 2.026
6 C 0.033 0.321 0.900
7 C 1.207 -0.295 0.777
8 H 1.793 -0.457 -2.723
9 H -1.386 1.139 2.230
10 H 3.182 0.284 -2.694
11 H 0.443 1.647 -0.594
12 H -0.759 -0.289 -2.364
13 H 1.717 -0.928 1.491
14 H -2.015 -1.768 1.752
15 H -3.041 -0.370 2.144
16 H -2.384 -0.534 0.534
17 H 1.829 -0.200 -0.107
18 H -0.860 2.070 0.437
19 H -0.518 -0.183 2.967
20 H -0.388 -1.029 -1.013

**SMILES**: C=C(N)CC.O.O
**Electronic energy**: -365.41388 Eh
**F_max**: 1.6 eV/A
**LUMO level**: 0.9 eV